Here is the molecule C11H9NO from the Open Molecules 2025 dataset. Energies are from ωB97M-V with the def2-TZVPD basis set.

Each line ends with the Löwdin charge.
Positions of all 22 atoms, in Å:
O -0.047 0.971 0.685  0.019
N 3.429 0.320 0.455  0.028
C 1.143 0.404 0.249  -0.172
C -1.167 0.361 0.448  -0.310
C -3.553 0.286 -0.125  -0.115
C 2.462 -0.181 -1.714  -0.078
C 1.260 0.230 -1.290  0.045
C -1.129 -1.074 0.574  -0.025
C -2.355 0.983 -0.012  -0.010
C 2.252 0.478 1.032  -0.101
C 3.598 0.062 -0.836  -0.130
C -3.500 -1.033 0.111  -0.142
C -2.326 -1.755 0.442  -0.080
H -0.359 -1.575 1.093  0.101
H 2.352 0.810 2.103  0.144
H 2.653 -0.409 -2.764  0.104
H -2.261 2.112 -0.072  0.134
H 4.680 -0.109 -1.244  0.131
H -4.443 -1.562 0.190  0.097
H 0.502 0.127 -1.965  0.083
H -2.371 -2.818 1.030  0.157
H -4.490 0.854 -0.305  0.122

Gap between HOMO and LUMO   9.18 eV
Total energy   -15087.7393 eV
Energy above the lowest of the compared OMol25 structures with the same formula, charge and spin   1.531 eV